The following is a quantum chemistry calculation of a molecular structure, C15H23N4PPt at a distorted geometry, from the Open Molecules 2025 dataset.

## Properties
spin multiplicity = 5
lowest unoccupied orbital energy (spin up / spin down) = -5.55 / -9.98 eV
total charge = +2
gap between HOMO and LUMO (spin up / spin down) = 5.09 / 4.95 eV

Geometry (Å):
C: -0.166 -0.017 -3.592
C: -0.136 1.060 -2.708
C: 0.223 0.892 -1.355
C: 0.760 -0.343 -0.956
C: 0.651 -1.443 -1.820
C: 0.249 -1.274 -3.148
C: 0.020 2.039 -0.409
C: -1.373 2.715 -0.511
N: -2.438 2.038 0.178
Pt: 1.705 -0.673 0.889
C: 0.942 -2.815 -1.289
P: 0.838 -2.679 0.556
H: -0.411 2.059 -3.054
H: 0.257 -2.145 -3.803
H: -0.526 0.110 -4.613
H: 1.964 -3.151 -1.525
H: 0.240 -3.584 -1.641
H: 0.181 1.717 0.626
H: 0.768 2.828 -0.606
H: -1.279 3.701 -0.023
C: 1.593 -4.179 1.180
C: -0.948 -2.749 0.892
H: -1.670 2.856 -1.559
C: -3.301 1.103 -0.477
C: -2.482 2.083 1.611
H: 2.688 -0.999 2.283
H: -4.341 1.476 -0.470
H: -2.983 0.944 -1.517
H: -3.298 0.136 0.059
H: -3.346 2.674 1.958
H: -2.588 1.070 2.035
H: -1.565 2.549 1.997
H: -1.347 -3.748 0.675
H: -1.108 -2.511 1.949
H: -1.482 -2.009 0.287
H: 1.210 -5.059 0.648
H: 2.677 -4.115 1.043
H: 1.360 -4.263 2.246
H: 1.949 -1.169 2.549
N: 2.465 1.134 1.197
C: 2.902 2.152 1.592
N: 3.368 3.329 1.778
C: 3.717 3.856 2.932
N: 4.062 4.403 3.913

---

The following is a quantum chemistry calculation of a molecular structure, C15H23N5O3SeW, from the Open Molecules 2025 dataset.

## Properties
energy above the lowest of the compared OMol25 structures with the same formula, charge and spin = 2.0822 eV
lowest unoccupied orbital energy (spin up / spin down) = -7.55 / -7.31 eV
total charge = +2
gap between HOMO and LUMO (spin up / spin down) = 7.05 / 7.03 eV

Geometry (Å):
W: -0.151 -0.346 -0.933
C: 1.766 -2.616 0.562
C: 1.925 -1.922 -0.646
C: 2.446 -0.617 -0.636
C: 2.802 -0.024 0.587
C: 2.640 -0.726 1.764
C: 2.124 -2.022 1.755
H: 1.375 -3.625 0.557
H: 1.788 -2.446 -1.585
H: 2.784 -0.143 -1.552
H: 3.246 0.963 0.615
H: 2.936 -0.279 2.704
H: 2.020 -2.561 2.687
N: 0.397 1.812 -1.068
C: -0.756 2.575 -1.634
C: -2.013 2.011 -0.990
O: -2.939 2.683 -0.638
N: -1.910 0.636 -0.775
C: -2.563 0.127 0.439
C: -1.307 -0.617 0.937
O: -1.101 -1.824 0.705
O: -0.221 0.140 1.043
H: 0.505 2.082 -0.089
H: 1.270 2.076 -1.519
H: -0.778 2.445 -2.716
H: -0.688 3.639 -1.417
H: -3.358 -0.584 0.235
H: -2.923 0.926 1.084
C: -3.450 -3.551 -0.110
N: -2.226 -4.259 -0.471
C: -1.910 -5.509 0.006
C: -0.745 -5.876 -0.571
N: -0.365 -4.843 -1.402
C: 0.802 -4.906 -2.279
C: -1.273 -3.858 -1.318
Se: -1.303 -2.260 -2.318
H: -4.295 -4.218 -0.260
H: -3.560 -2.687 -0.759
H: -3.399 -3.237 0.930
H: -2.538 -6.026 0.710
H: -0.164 -6.776 -0.479
H: 0.771 -5.835 -2.844
H: 1.713 -4.878 -1.682
H: 0.772 -4.069 -2.969
N: 0.391 -0.021 -3.133
H: -0.406 0.142 -3.749
H: 0.852 -0.850 -3.508
H: 1.035 0.750 -3.294

---

The following is a quantum chemistry calculation of a single C15H23N5O4 molecule at a distorted geometry, from the Open Molecules 2025 dataset.

## Properties
energy above the lowest of the compared OMol25 structures with the same formula, charge and spin = 3.5286 eV
lowest unoccupied orbital energy = 0.48 eV
SMILES = [H]/N=C(/N)NCCC[C@H](NC(=O)[C@@H](N)Cc1ccc(O)cc1)C(=O)O
gap between HOMO and LUMO = 8.15 eV

Geometry (Å):
H: -2.549 -0.506 2.700
N: -2.515 -0.940 1.835
C: -3.251 -1.310 0.886
N: -2.984 -2.415 0.090
N: -4.438 -0.617 0.486
C: -4.597 0.803 0.852
C: -3.339 1.686 0.526
C: -2.883 1.411 -0.945
C: -1.362 1.287 -1.005
N: -0.781 0.141 -0.261
C: 0.025 -0.715 -0.962
O: 0.286 -0.604 -2.127
C: 0.323 -2.008 -0.170
N: -0.251 -3.189 -0.765
C: 1.825 -2.386 -0.494
C: 2.848 -1.284 -0.007
C: 3.548 -1.363 1.184
C: 4.444 -0.351 1.479
C: 4.681 0.703 0.617
O: 5.520 1.743 0.745
C: 3.959 0.733 -0.620
C: 2.993 -0.189 -0.877
C: -0.579 2.578 -0.481
O: 0.610 2.817 -0.624
O: -1.352 3.369 0.352
H: -2.808 -3.263 0.633
H: -3.752 -2.658 -0.579
H: -4.564 -0.535 -0.539
H: -5.575 1.075 0.497
H: -4.601 0.803 1.950
H: -3.408 2.715 0.801
H: -2.583 1.327 1.208
H: -3.111 0.499 -1.373
H: -3.338 2.177 -1.598
H: -1.052 1.083 -1.997
H: -1.125 -0.030 0.665
H: 0.157 -1.911 0.882
H: -1.034 -2.898 -1.306
H: -0.644 -3.625 0.077
H: 1.943 -2.461 -1.660
H: 2.089 -3.341 -0.069
H: 3.434 -2.147 1.921
H: 4.996 -0.445 2.408
H: 6.085 1.687 1.562
H: 4.265 1.393 -1.352
H: 2.444 -0.066 -1.776
H: -0.793 4.092 0.586

---

The following is a quantum chemistry calculation of a single C15H23N5O4 molecule at a distorted geometry, from the Open Molecules 2025 dataset.

## Properties
energy above the lowest of the compared OMol25 structures with the same formula, charge and spin = 4.4977 eV
lowest unoccupied orbital energy = 0.47 eV
SMILES = [H]/N=C(\N)NCCC[C@H](NC(=O)[C@@H](N)Cc1ccc(O)cc1)C(=O)O
gap between HOMO and LUMO = 8.44 eV

Geometry (Å):
H: 1.771 1.546 -1.066
N: 1.753 1.841 -0.054
C: 2.900 2.007 0.579
N: 3.970 2.823 0.053
N: 3.050 1.663 1.874
C: 2.170 0.602 2.587
C: 1.381 1.052 3.734
C: 0.204 2.046 3.489
C: -1.061 1.455 2.728
N: -0.675 0.893 1.428
C: -1.056 -0.338 1.106
O: -1.417 -1.149 1.928
C: -1.031 -0.578 -0.397
N: -0.903 0.600 -1.182
C: 0.055 -1.621 -0.773
C: -0.103 -2.377 -2.082
C: -0.676 -1.578 -3.246
C: -0.734 -2.075 -4.562
C: -0.371 -3.373 -4.628
O: -0.407 -4.001 -5.905
C: 0.102 -4.265 -3.599
C: 0.194 -3.726 -2.297
C: -2.270 2.378 2.505
O: -2.374 3.070 1.482
O: -3.244 2.500 3.483
H: 4.633 3.239 0.731
H: 3.668 3.558 -0.637
H: 3.123 2.512 2.530
H: 2.891 -0.093 2.873
H: 1.731 0.138 1.714
H: 2.006 1.356 4.612
H: 0.859 0.195 4.058
H: 0.445 2.833 2.678
H: -0.013 2.677 4.399
H: -1.470 0.547 3.319
H: -0.633 1.617 0.673
H: -1.919 -1.063 -0.699
H: -1.796 1.180 -1.169
H: -0.011 1.164 -0.894
H: 1.054 -1.047 -0.828
H: 0.157 -2.330 0.211
H: -0.855 -0.496 -3.033
H: -0.995 -1.450 -5.434
H: -0.369 -4.960 -5.516
H: 0.107 -5.390 -3.585
H: 0.530 -4.414 -1.493
H: -3.950 2.914 2.943

---

The following is a quantum chemistry calculation of a single C15H23NO3 molecule, from the Open Molecules 2025 dataset.

## Properties
energy above the lowest of the compared OMol25 structures with the same formula, charge and spin = 2.0336 eV
lowest unoccupied orbital energy = 0.70 eV
SMILES = CCCCOCCCNC(=O)c1ccc(OC)cc1
gap between HOMO and LUMO = 9.44 eV

Geometry (Å):
C: 4.107 -3.960 3.747
C: 2.871 -3.089 3.564
C: 3.124 -1.947 2.583
C: 1.874 -1.103 2.360
O: 0.897 -1.889 1.716
C: -0.305 -1.195 1.484
C: -1.292 -2.146 0.814
C: -2.598 -1.439 0.448
N: -2.395 -0.410 -0.543
C: -2.430 0.912 -0.241
O: -2.771 1.326 0.851
C: -2.058 1.821 -1.361
C: -2.673 3.071 -1.428
C: -2.358 3.957 -2.431
C: -1.397 3.627 -3.391
O: -1.157 4.570 -4.338
C: -0.193 4.306 -5.329
C: -0.758 2.393 -3.313
C: -1.092 1.502 -2.307
H: 4.938 -3.370 4.128
H: 3.907 -4.765 4.451
H: 4.408 -4.401 2.799
H: 2.571 -2.675 4.529
H: 2.045 -3.693 3.186
H: 3.920 -1.301 2.958
H: 3.438 -2.358 1.622
H: 2.113 -0.224 1.739
H: 1.485 -0.736 3.323
H: -0.116 -0.321 0.840
H: -0.723 -0.822 2.431
H: -0.824 -2.560 -0.081
H: -1.503 -2.971 1.494
H: -3.017 -0.943 1.326
H: -3.320 -2.169 0.068
H: -2.088 -0.701 -1.456
H: -3.404 3.325 -0.676
H: -2.836 4.922 -2.498
H: 0.801 4.155 -4.894
H: -0.463 3.432 -5.931
H: -0.175 5.189 -5.965
H: 0.004 2.116 -4.024
H: -0.558 0.563 -2.256